No. 1
ORCA calculation (the ωB97M-V functional and the def2-TZVPD basis) on a cluster of 10 separate species, C52H50F6N4 in total.

XYZ file:
```
112
Properties=species:S:1:pos:R:3:mulliken_charge:R:1
N 4.792 2.161 2.000 0.12
C 3.452 2.011 2.148 0.17
C 2.888 3.291 2.281 -0.04
C 3.979 4.187 2.361 -0.89
C 5.113 3.486 2.143 -0.60
H 5.344 1.377 1.717 0.20
H 2.844 1.098 2.045 0.03
H 1.807 3.521 2.533 0.29
H 3.976 5.278 2.614 0.32
H 6.135 3.757 2.192 0.46
N 3.010 -2.536 2.642 0.43
C 3.985 -3.380 2.184 -0.38
C 5.084 -3.283 2.995 -0.46
C 4.725 -2.440 4.094 -0.74
C 3.479 -1.976 3.791 -0.49
H 2.061 -2.518 2.295 0.26
H 3.718 -3.940 1.236 0.21
H 5.918 -3.986 2.910 0.42
H 5.404 -2.264 4.888 0.46
H 2.793 -1.263 4.298 0.39
N 0.549 -2.426 0.266 1.54
C 1.571 -3.164 -0.349 -0.50
C 1.542 -4.383 0.281 -0.92
C 0.540 -4.381 1.292 -0.69
C -0.013 -3.120 1.274 -0.63
H 0.383 -1.438 0.073 -0.60
H 2.168 -2.823 -1.177 0.36
H 2.070 -5.217 -0.142 0.54
H 0.268 -5.183 2.002 0.38
H -0.851 -2.699 1.909 0.23
N -3.277 -5.818 0.754 0.06
C -2.600 -5.775 -0.475 -0.49
C -3.424 -6.333 -1.405 -0.26
C -4.641 -6.765 -0.733 -0.46
C -4.506 -6.440 0.575 -0.63
H -2.905 -5.490 1.572 0.16
H -1.678 -5.182 -0.620 0.35
H -3.209 -6.325 -2.468 0.39
H -5.466 -7.224 -1.226 0.43
H -5.238 -6.552 1.357 0.40
F 3.270 -1.146 -5.320 -0.33
C 2.381 -0.361 -4.831 0.08
C 2.192 0.940 -5.328 -0.37
C 1.145 1.762 -4.802 -0.64
C 0.454 1.323 -3.683 -0.25
C 0.601 -0.032 -3.229 -0.20
C 1.617 -0.843 -3.743 -0.44
H 2.843 1.333 -6.083 0.46
H 1.058 2.753 -5.214 0.44
H -0.273 1.958 -3.218 0.47
H -0.028 -0.358 -2.458 0.40
H 1.593 -1.915 -3.478 0.37
F 2.498 -0.319 -0.268 0.39
C 3.774 -0.069 -0.711 0.35
C 4.818 -0.580 0.005 -0.23
C 6.157 -0.324 -0.401 -0.59
C 6.357 0.393 -1.507 -0.73
C 5.265 0.959 -2.174 -0.64
C 3.976 0.787 -1.725 -0.57
H 4.548 -1.166 0.948 0.22
H 6.904 -0.820 0.125 0.59
H 7.329 0.574 -1.846 0.49
H 5.380 1.532 -3.108 0.37
H 3.153 1.340 -2.190 0.52
F -5.284 0.659 -0.824 -0.37
C -4.439 -0.358 -1.282 0.39
C -3.498 -0.154 -2.274 -0.38
C -2.722 -1.214 -2.639 -0.79
C -2.868 -2.453 -2.076 -0.40
C -3.814 -2.666 -1.083 0.01
C -4.577 -1.575 -0.674 -0.72
H -3.598 0.751 -2.845 0.53
H -2.054 -1.049 -3.505 0.59
H -2.244 -3.234 -2.366 0.57
H -3.919 -3.615 -0.607 0.17
H -5.335 -1.656 0.068 0.49
F 0.170 3.940 -0.130 -0.13
C -0.638 4.207 -1.193 0.08
C -0.163 5.045 -2.190 -0.73
C -0.966 5.368 -3.253 -0.62
C -2.219 4.719 -3.356 -0.91
C -2.599 3.862 -2.352 -0.64
C -1.847 3.572 -1.272 0.57
H 0.833 5.483 -2.177 0.47
H -0.691 6.032 -4.001 0.52
H -2.934 4.997 -4.118 0.42
H -3.537 3.362 -2.411 0.49
H -2.140 2.854 -0.495 0.46
F -4.129 3.882 0.041 -0.33
C -4.291 3.635 1.333 0.54
C -3.362 4.041 2.294 -0.29
C -3.679 3.772 3.628 -0.34
C -4.801 3.145 4.017 -0.70
C -5.774 2.898 3.079 -0.22
C -5.551 3.129 1.781 -0.58
H -2.398 4.472 2.015 0.45
H -3.029 4.097 4.456 0.32
H -4.966 2.983 5.080 0.44
H -6.806 2.540 3.317 0.31
H -6.294 2.880 1.024 0.38
F -0.900 1.135 4.562 -0.45
C -0.975 0.920 3.227 -0.13
C -2.112 0.267 2.731 -1.06
C -2.189 0.084 1.395 -0.12
C -1.128 0.424 0.537 0.17
C 0.007 1.066 1.025 1.79
C 0.107 1.302 2.420 -1.75
H -2.888 0.082 3.493 0.40
H -3.084 -0.373 1.032 0.11
H -1.314 0.070 -0.510 -0.92
H 0.864 1.358 0.422 1.08
H 0.972 1.746 2.768 0.84
```

Properties
- LUMO energy (Ha) = 0.0208
- SMILES = c1cc[nH]c1.c1cc[nH]c1.c1cc[nH]c1.c1cc[nH]c1.Fc1ccccc1.Fc1ccccc1.Fc1ccccc1.Fc1ccccc1.Fc1ccccc1.Fc1ccccc1
- frontier orbital gap (eV) = 8.646


No. 2
ORCA calculation (the ωB97M-V functional and the def2-TZVPD basis) on a structure of composition C52H50FMnNO5P2S3.

XYZ file:
```
115
Properties=species:S:1:pos:R:3:lowdin_spin:R:1
Mn -0.543 1.055 -0.336 4.63
O -2.716 2.380 -3.120 0.01
C -1.566 1.994 -2.952 0.01
O -0.803 2.321 -1.963 0.06
C -0.945 1.043 -3.964 0.00
C -1.622 0.860 -5.164 0.00
C -1.133 0.007 -6.139 0.00
C 0.045 -0.687 -5.913 0.00
C 0.721 -0.526 -4.713 0.00
C 0.244 0.338 -3.726 0.00
P 1.152 0.520 -2.142 0.03
C 2.241 1.949 -2.456 0.00
C 2.949 2.075 -3.650 0.00
C 3.765 3.174 -3.871 0.00
C 3.868 4.166 -2.905 0.00
C 3.146 4.061 -1.726 0.00
C 2.334 2.958 -1.503 0.00
C 2.257 -0.935 -2.110 0.00
C 1.642 -2.156 -1.819 0.00
C 2.392 -3.312 -1.688 0.00
C 3.774 -3.262 -1.825 0.00
C 4.395 -2.052 -2.093 0.00
C 3.641 -0.893 -2.238 0.00
H -2.545 1.408 -5.305 0.00
H -1.671 -0.117 -7.071 0.00
H 0.440 -1.358 -6.665 0.00
H 1.631 -1.088 -4.542 0.00
H 2.851 1.313 -4.415 0.00
H 4.310 3.262 -4.802 0.00
H 4.499 5.028 -3.079 0.00
H 3.206 4.845 -0.982 0.00
H 1.756 2.885 -0.588 0.00
H 0.565 -2.189 -1.692 0.00
H 1.901 -4.252 -1.469 0.00
H 4.364 -4.163 -1.714 0.00
H 5.473 -2.007 -2.191 0.00
H 4.138 0.047 -2.440 0.00
C 4.393 0.531 4.226 0.00
C 3.582 -0.722 4.604 0.00
S 1.817 -0.664 4.178 0.00
C 1.746 -1.578 2.616 0.00
C 2.758 -1.165 1.558 0.00
S 2.639 0.593 1.117 0.01
C 4.340 0.913 0.575 0.00
C 5.266 1.433 1.666 0.00
S 5.698 0.257 2.981 0.00
H 4.891 0.923 5.112 0.00
H 3.733 1.304 3.834 0.00
H 3.597 -0.844 5.688 0.00
H 4.022 -1.627 4.184 0.00
H 0.728 -1.407 2.266 0.00
H 1.869 -2.643 2.820 0.00
H 2.605 -1.761 0.653 0.00
H 3.773 -1.338 1.913 0.00
H 4.267 1.663 -0.215 0.00
H 4.735 0.000 0.127 0.00
H 4.852 2.328 2.131 0.00
H 6.222 1.710 1.216 0.00
C -6.337 -1.853 3.333 0.00
C -6.459 -2.068 1.833 0.00
C -7.787 -1.544 1.308 0.00
C -7.933 -1.874 -0.167 0.00
C -6.742 -1.370 -0.937 0.00
C -6.845 -1.078 -2.279 0.00
C -5.746 -0.592 -2.979 0.00
F -5.903 -0.313 -4.285 0.00
C -4.539 -0.383 -2.379 0.00
C -4.412 -0.684 -1.018 0.00
C -3.111 -0.466 -0.379 0.01
O -2.149 -0.100 -1.092 0.05
C -3.056 -0.707 1.024 0.00
C -4.172 -1.191 1.653 0.00
N -5.354 -1.430 1.074 0.00
C -5.507 -1.168 -0.292 0.00
C -1.836 -0.519 1.915 0.01
O -1.915 -0.879 3.082 0.01
O -0.812 0.057 1.392 0.06
H -7.240 -2.240 3.803 0.00
H -6.255 -0.791 3.571 0.00
H -5.490 -2.376 3.773 0.00
H -6.411 -3.144 1.626 0.00
H -7.832 -0.463 1.469 0.00
H -8.593 -2.000 1.882 0.00
H -8.845 -1.441 -0.579 0.00
H -8.015 -2.959 -0.285 0.00
H -7.786 -1.211 -2.797 0.00
H -3.701 0.039 -2.918 0.00
H -4.072 -1.402 2.706 0.00
C -2.633 3.181 1.603 0.00
P -0.890 3.324 1.058 0.03
C -0.068 3.788 2.612 0.01
C -0.144 5.065 3.168 0.00
C 0.438 5.323 4.399 0.00
C 1.082 4.304 5.091 0.00
C 1.142 3.028 4.552 0.00
C 0.577 2.770 3.311 0.00
C -0.843 4.807 0.008 0.00
C 0.288 5.623 0.001 0.00
C 0.404 6.659 -0.914 0.00
C -0.607 6.885 -1.837 0.00
C -1.728 6.068 -1.846 0.00
C -1.844 5.030 -0.935 0.00
H -3.268 2.902 0.760 0.00
H -3.002 4.105 2.049 0.00
H -2.666 2.382 2.345 0.00
H -0.653 5.859 2.634 0.00
H 0.383 6.318 4.823 0.00
H 1.530 4.506 6.056 0.00
H 1.619 2.222 5.095 0.00
H 0.625 1.768 2.900 0.00
H 1.081 5.452 0.720 0.00
H 1.286 7.287 -0.908 0.00
H -0.515 7.690 -2.556 0.00
H -2.508 6.217 -2.581 0.00
H -2.695 4.366 -1.002 0.00
```

Properties
- LUMO energy (alpha / beta) (Ha) = 0.0017 / 0.0001
- expectation value of S² = 8.76
- energy relative to the best compared isomer or geometry (same formula, charge and spin) (eV) = 0.000
- frontier orbital gap (alpha / beta) (eV) = 7.546 / 7.967
- multiplicity = 6


No. 3
ORCA calculation (the ωB97M-V functional and the def2-TZVPD basis) on a structure of composition C52H52As3IrN5O5S3.

XYZ file:
```
121
Properties=species:S:1:pos:R:3:lowdin_spin:R:1
Ir -0.985 -1.267 -1.066 0.01
S -0.922 0.497 0.430 0.00
C -2.190 1.660 0.135 0.00
C -2.422 2.684 1.067 0.00
C -3.377 3.648 0.815 0.00
C -4.122 3.627 -0.367 0.00
C -3.901 2.614 -1.282 0.00
C -2.949 1.633 -1.014 0.00
As -2.581 0.193 -2.212 0.02
C -4.379 -0.529 -2.415 0.24
C -4.751 -1.229 -3.531 0.01
C -6.057 -1.716 -3.714 0.31
C -7.052 -1.436 -2.744 0.01
C -6.721 -0.808 -1.597 0.20
C -5.312 -0.440 -1.244 0.07
C -2.317 1.309 -3.792 0.01
C -3.030 1.188 -4.977 0.00
C -2.817 2.090 -6.014 0.00
C -1.898 3.116 -5.877 0.00
C -1.197 3.257 -4.687 0.00
C -1.412 2.362 -3.650 0.00
H -1.848 2.706 1.985 0.00
H -3.543 4.432 1.543 0.00
H -4.860 4.393 -0.567 0.00
H -4.463 2.584 -2.210 0.00
H -4.030 -1.413 -4.308 0.00
H -6.303 -2.262 -4.613 0.02
H -8.080 -1.719 -2.930 -0.01
H -7.485 -0.585 -0.860 0.01
H -5.293 0.568 -0.816 0.02
H -3.761 0.406 -5.105 0.00
H -3.380 1.985 -6.933 0.00
H -1.739 3.817 -6.687 0.00
H -0.493 4.069 -4.560 0.00
H -0.906 2.519 -2.704 0.00
C -5.455 -2.576 0.312 0.01
C -4.721 -1.322 -0.090 0.05
O -3.691 -0.989 0.440 0.01
H -6.462 -2.342 0.658 0.00
H -4.897 -3.076 1.099 0.00
H -5.551 -3.229 -0.559 0.00
C -2.382 -4.875 0.444 0.00
As -0.932 -3.892 1.213 0.00
C -1.380 -3.787 3.070 0.00
C 0.599 -5.035 1.089 0.00
O -0.534 -2.309 0.783 0.00
H -2.516 -5.740 1.095 0.00
H -2.130 -5.181 -0.567 0.00
H -3.277 -4.259 0.416 0.00
H -2.096 -4.564 3.329 0.00
H -1.807 -2.799 3.239 0.00
H -0.482 -3.895 3.676 0.00
H 0.413 -5.965 1.625 0.00
H 1.454 -4.518 1.523 0.00
H 0.783 -5.247 0.037 0.00
C 2.385 -2.148 -0.488 0.00
C 1.989 -1.173 -1.533 0.00
N 0.805 -0.585 -1.701 0.00
C 0.921 0.222 -2.818 0.00
C 2.161 0.115 -3.331 0.00
N 2.826 -0.769 -2.516 0.00
C 4.199 -1.188 -2.694 0.00
N 5.104 -0.078 -2.753 0.00
N 5.776 0.177 -3.907 0.00
N 6.468 1.239 -3.771 0.00
C 6.247 1.739 -2.498 0.00
C 6.760 2.877 -1.868 0.00
C 6.342 3.121 -0.582 0.00
C 5.430 2.262 0.074 0.00
C 4.917 1.143 -0.539 0.00
C 5.356 0.903 -1.844 0.00
H 1.575 -2.234 0.229 0.00
H 3.280 -1.818 0.043 0.00
H 2.578 -3.126 -0.935 0.00
H 0.094 0.781 -3.194 0.00
H 2.630 0.567 -4.187 0.00
H 4.303 -1.715 -3.641 0.00
H 4.459 -1.857 -1.877 0.00
H 7.453 3.530 -2.381 0.00
H 6.709 3.991 -0.055 0.00
H 5.114 2.499 1.083 0.00
H 4.202 0.504 -0.038 0.00
C 5.430 -0.586 5.542 0.00
C 5.589 -0.901 4.200 0.00
C 4.545 -0.680 3.312 0.00
C 3.336 -0.134 3.740 0.00
C 3.186 0.168 5.092 0.00
C 4.227 -0.054 5.985 0.00
As 1.940 0.133 2.384 0.00
C 2.290 2.027 2.002 0.00
C 2.093 2.491 0.705 0.00
C 2.312 3.827 0.392 0.00
C 2.747 4.709 1.370 0.00
C 2.967 4.250 2.663 0.00
C 2.739 2.917 2.976 0.00
C 0.449 0.299 3.632 0.00
C -0.189 1.494 3.936 0.00
C -1.250 1.513 4.834 0.00
C -1.675 0.340 5.441 0.00
C -1.039 -0.858 5.142 0.00
C 0.011 -0.875 4.235 0.00
H 6.238 -0.760 6.241 0.00
H 6.521 -1.324 3.846 0.00
H 4.679 -0.939 2.269 0.00
H 2.251 0.574 5.456 0.00
H 4.096 0.192 7.031 0.00
H 1.753 1.809 -0.066 0.00
H 2.145 4.176 -0.619 0.00
H 2.918 5.749 1.127 0.00
H 3.318 4.930 3.430 0.00
H 2.913 2.573 3.988 0.00
H 0.133 2.415 3.466 0.00
H -1.748 2.448 5.057 0.00
H -2.499 0.357 6.142 0.00
H -1.363 -1.777 5.615 0.00
H 0.496 -1.814 3.988 0.00
O -2.694 -2.674 -1.394 0.01
S -2.143 -3.221 -2.745 0.00
O -2.144 -2.230 -3.809 0.00
O -2.809 -4.453 -3.076 0.00
S -0.214 -3.448 -2.135 0.00
```

Properties
- LUMO energy (alpha / beta) (Ha) = 0.0103 / -0.0197
- expectation value of S² = 0.79
- energy relative to the best compared isomer or geometry (same formula, charge and spin) (eV) = 0.287
- frontier orbital gap (alpha / beta) (eV) = 7.156 / 6.365
- multiplicity = 2


> Which formula does entry 3 have?

C52H52As3IrN5O5S3